# 1
Computed, not measured: the molecule C3HClFN in a non-equilibrium geometry, with the ωB97M-V functional and the def2-TZVPD basis.

```
7
Properties=species:S:1:pos:R:3
N 2.52 -0.06 -0.71
C 1.36 -0.06 -0.60
C -0.06 -0.03 -0.45
F -0.75 -0.10 -1.59
C -0.66 0.06 0.74
Cl -2.35 0.07 0.93
H -0.06 0.12 1.68
```

As for the molar mass: 105.499 Da. The value obtained for the HOMO energy is -0.378 hartree. The LUMO energy is 0.0 eV. The structure (SMILES) is N#C/C(F)=C/Cl. For the energy above the lowest of the compared OMol25 structures with the same formula, charge and spin, the calculation gives 5.8 kcal/mol. The value obtained for the total energy is -19855.756 eV.

Here are the Löwdin charges for atoms 1 to 5, given in e:
1 N 0.177
2 C -0.146
3 C -0.393
4 F 0.075
5 C -0.496

# 2
Computed, not measured: an isolated ion of composition C6H12NO4S3 and charge -1 in a non-equilibrium geometry, with the ωB97M-V functional and the def2-TZVPD basis.

```
26
Properties=species:S:1:pos:R:3
C 0.24 -1.85 0.84
C 0.30 -0.35 0.30
C 1.47 0.07 -0.64
C 2.75 0.39 -0.02
N 2.79 1.71 0.46
O 3.66 -0.41 0.05
C -1.12 0.17 -0.51
C -1.30 -0.74 -1.78
S -1.16 1.90 -0.95
S -0.26 2.75 0.61
S -2.62 -0.10 0.51
O -2.61 -1.48 1.00
O -3.67 0.32 -0.35
O -2.40 0.87 1.71
H -0.42 -1.98 1.63
H -0.12 -2.47 0.06
H 1.35 -2.14 1.02
H 0.34 0.28 1.09
H 1.57 -0.79 -1.34
H 1.13 0.94 -1.03
H 2.03 2.23 0.93
H 3.67 1.95 0.95
H -2.11 -1.39 -1.62
H -0.41 -1.36 -1.87
H -1.38 -0.13 -2.67
H -1.71 1.60 1.62
```

As for the molar mass: 258.366 Da. The value obtained for the HOMO energy is -0.141 hartree. The LUMO energy is 3.2 eV. The structure (SMILES) is C[C@@H](CC(N)=O)[C@](C)(S[S-])S(=O)(=O)O. For the energy above the lowest of the compared OMol25 structures with the same formula, charge and spin, the calculation gives 0.0 kcal/mol. The value obtained for the total energy is -48604.217 eV. Its total charge is -1.

Here are the Löwdin charges for atoms 1 to 5, given in e:
1 C -0.032
2 C -0.290
3 C -0.137
4 C -0.545
5 N 0.110

# 3
Computed, not measured: a 2-piece molecular cluster, C10H16O overall in a non-equilibrium geometry, with the ωB97M-V functional and the def2-TZVPD basis.

```
27
Properties=species:S:1:pos:R:3
C 1.41 2.37 -2.20
C 1.68 2.19 -3.68
C 2.04 3.64 -1.64
H 0.33 2.47 -2.05
H 1.64 1.51 -1.58
H 1.35 3.02 -4.29
H 1.92 4.49 -2.31
H 1.54 4.03 -0.75
H 3.09 3.49 -1.39
H 2.77 2.15 -3.85
H 1.47 1.21 -4.14
C 1.80 -0.76 2.21
C 0.25 -0.93 0.24
C 0.39 -0.82 1.64
C -0.92 -1.41 -0.32
C -0.69 -1.03 2.52
C -2.01 -1.56 0.55
C -1.88 -1.41 1.95
O -3.26 -1.84 0.22
H 1.11 -0.84 -0.39
H -0.88 -1.69 -1.36
H 2.03 0.21 2.66
H 2.54 -0.86 1.43
H -0.53 -1.07 3.59
H -2.74 -1.63 2.57
H -3.44 -1.79 -0.71
H 1.86 -1.61 2.89
```

As for the molar mass: 152.237 Da. The value obtained for the HOMO energy (spin up / spin down) is -0.497 / -0.497 hartree. The expectation value of S² is 0.77. The LUMO energy (spin up / spin down) is -3.8 / -7.6 eV. For the energy above the lowest of the compared OMol25 structures with the same formula, charge and spin, the calculation gives 16.2 kcal/mol. As for the multiplicity: 2. The value obtained for the total energy is -12668.475 eV. Its total charge is +1.

Here are the Löwdin charges for atoms 1 to 5, given in e:
1 C -0.340
2 C -0.129
3 C -0.126
4 H 0.092
5 H 0.073

# 4
Computed, not measured: a 5-piece molecular cluster, C41H76BrN2O16P2 overall in a non-equilibrium geometry, with the ωB97M-V functional and the def2-TZVPD basis.

```
138
Properties=species:S:1:pos:R:3
C 1.94 7.65 0.81
C 2.58 6.78 1.94
C 1.68 5.60 2.41
C 2.12 4.30 1.68
C 1.73 4.40 0.18
C 1.49 2.98 -0.48
C 0.19 2.97 -1.26
C -0.95 2.34 -0.75
C -0.87 1.63 0.60
O -0.35 0.34 0.30
C 0.23 -0.29 1.46
C 1.75 -0.52 1.19
C -2.15 2.38 -1.49
C -3.33 1.71 -0.81
O -3.82 2.30 0.12
O -3.77 0.51 -1.20
C -5.06 0.22 -0.64
C -5.65 -1.07 -1.24
O -6.57 -1.56 -0.69
Br -4.94 -1.88 -2.85
C -2.19 3.01 -2.75
P -3.77 3.10 -3.74
C -4.94 4.27 -2.91
C -4.55 1.45 -3.97
C -1.02 3.61 -3.23
C -1.07 4.31 -4.56
C -0.64 3.43 -5.80
C -0.29 1.95 -5.50
C 1.18 1.70 -5.05
C 1.72 0.31 -5.48
C 2.05 -0.53 -4.20
N 0.13 3.58 -2.49
P 1.58 4.42 -3.14
N 1.69 5.89 -2.63
H 2.13 8.70 1.04
H 0.87 7.44 0.69
H 2.46 7.43 -0.13
H 3.53 6.35 1.61
H 2.79 7.38 2.83
H 1.78 5.41 3.49
H 0.62 5.79 2.17
H 1.67 3.42 2.17
H 3.21 4.21 1.78
H 0.84 5.04 0.10
H 2.55 4.87 -0.37
H 2.35 2.66 -1.07
H 1.44 2.29 0.37
H -1.85 1.51 1.06
H -0.20 2.19 1.28
H -0.21 -1.30 1.51
H 0.04 0.24 2.40
H 2.02 -0.13 0.19
H 2.39 0.02 1.90
H 1.98 -1.59 1.17
H -5.01 0.03 0.44
H -5.79 1.01 -0.87
H -5.13 5.15 -3.53
H -5.92 3.80 -2.75
H -4.54 4.56 -1.93
H -3.83 0.67 -4.23
H -5.19 1.18 -3.12
H -5.24 1.55 -4.83
H -2.06 4.71 -4.77
H -0.41 5.20 -4.54
H 0.18 3.93 -6.34
H -1.49 3.43 -6.49
H -1.01 1.46 -4.83
H -0.39 1.42 -6.46
H 1.83 2.49 -5.45
H 1.16 1.70 -3.95
H 2.67 0.39 -6.02
H 1.03 -0.28 -6.09
H 1.10 -0.88 -3.78
H 2.76 -1.34 -4.38
H 2.51 0.13 -3.44
H 2.70 3.61 -2.85
H 1.46 4.43 -4.54
H 0.93 6.07 -1.99
C -3.57 -3.43 0.57
C -4.73 -3.73 1.49
O -4.41 -4.77 2.42
C -3.64 -4.40 3.45
O -3.23 -3.29 3.66
O -3.40 -5.47 4.19
C -2.50 -5.22 5.29
H -3.23 -4.34 0.07
H -3.86 -2.70 -0.19
H -2.72 -3.03 1.13
H -5.58 -4.09 0.91
H -5.06 -2.83 2.03
H -2.86 -4.39 5.84
H -1.50 -5.03 4.90
H -2.48 -6.12 5.90
C 8.59 -0.93 -0.99
C 7.40 -0.06 -0.64
O 6.41 -0.80 0.09
C 6.69 -0.99 1.39
O 7.67 -0.60 1.97
O 5.71 -1.72 1.92
C 5.92 -2.08 3.29
H 8.27 -1.83 -1.51
H 9.29 -0.38 -1.63
H 9.12 -1.24 -0.10
H 6.91 0.27 -1.56
H 7.70 0.83 -0.09
H 6.14 -1.21 3.89
H 6.73 -2.80 3.36
H 5.01 -2.54 3.65
C -3.04 -5.32 -3.41
C -1.70 -4.61 -3.39
O -0.67 -5.42 -3.96
C -0.65 -5.46 -5.30
O -1.41 -4.88 -6.04
O 0.34 -6.27 -5.67
C 0.42 -6.48 -7.09
H -2.96 -6.30 -2.94
H -3.79 -4.74 -2.89
H -3.38 -5.49 -4.43
H -1.40 -4.42 -2.36
H -1.76 -3.64 -3.89
H 0.46 -5.54 -7.62
H -0.43 -7.08 -7.42
H 1.33 -7.04 -7.28
C 0.48 -1.41 11.30
C 0.13 -2.85 11.60
O -0.92 -3.32 10.75
C -0.55 -3.65 9.51
O 0.57 -3.60 9.07
O -1.64 -4.04 8.84
C -1.40 -4.34 7.47
H -0.41 -0.78 11.34
H 1.21 -1.03 12.01
H 0.90 -1.31 10.29
H -0.25 -2.92 12.62
H 1.00 -3.50 11.53
H -0.59 -5.06 7.36
H -1.18 -3.43 6.92
H -2.34 -4.79 7.04
```

As for the molar mass: 994.909 Da. The value obtained for the HOMO energy is -0.404 hartree. The LUMO energy is -4.2 eV. The value obtained for the total energy is -168100.967 eV. Its total charge is +1.

Here are the Löwdin charges for atoms 1 to 5, given in e:
1 C -0.103
2 C -0.236
3 C -0.203
4 C -0.197
5 C -0.182

# 5
Computed, not measured: a 15-piece molecular cluster, H30O15 overall in a non-equilibrium geometry, with the ωB97M-V functional and the def2-TZVPD basis.

```
45
Properties=species:S:1:pos:R:3
O -1.94 -0.93 2.42
H -2.49 -1.74 2.35
H -1.56 -0.65 1.61
O 2.87 -3.21 0.42
H 3.76 -3.50 0.73
H 2.46 -2.76 1.18
O 2.20 -0.57 -1.44
H 2.22 -0.22 -2.34
H 2.69 0.07 -0.95
O -0.92 2.52 0.08
H -1.36 3.34 0.24
H -0.07 2.63 0.52
O 3.36 0.27 1.00
H 4.09 -0.34 1.05
H 3.68 1.00 1.47
O -2.52 -1.71 -1.07
H -2.61 -2.64 -0.77
H -1.59 -1.51 -0.88
O 2.04 -1.57 2.63
H 2.38 -0.77 2.19
H 2.77 -1.82 3.16
O -2.50 1.56 -2.26
H -2.56 1.72 -1.32
H -2.07 2.33 -2.62
O -1.85 1.81 2.70
H -2.62 2.34 2.44
H -1.23 1.79 1.90
O -0.08 -3.30 -0.79
H 0.83 -3.56 -0.85
H -0.39 -3.29 -1.71
O -3.49 0.48 0.10
H -3.17 -0.18 -0.54
H -3.81 -0.17 0.71
O 1.25 2.43 1.49
H 1.78 3.17 1.56
H 1.82 1.76 1.06
O -0.62 -0.22 -2.82
H -0.31 -0.13 -3.68
H -1.34 0.38 -2.88
O 0.51 2.17 -2.37
H 0.14 1.30 -2.27
H 0.19 2.65 -1.62
O -0.15 -0.40 0.41
H 0.70 -0.69 0.03
H -0.47 0.18 -0.23
```

As for the molar mass: 270.225 Da. The value obtained for the HOMO energy is -0.346 hartree. The LUMO energy is -0.6 eV. For the energy above the lowest of the compared OMol25 structures with the same formula, charge and spin, the calculation gives 50.0 kcal/mol. The value obtained for the total energy is -31199.499 eV.

Here are the Löwdin charges for atoms 1 to 5, given in e:
1 O -0.063
2 H 0.051
3 H -0.058
4 O -0.081
5 H 0.054

# 6
Computed, not measured: an isolated ion of composition CH5N4OS and charge -1 in a non-equilibrium geometry, with the ωB97M-V functional and the def2-TZVPD basis.

```
12
Properties=species:S:1:pos:R:3
H 1.85 1.16 1.34
N 1.08 1.27 0.69
N 1.21 0.20 -0.13
S 2.56 -0.80 -0.40
C -0.01 -0.35 -0.60
N -1.04 0.67 -0.68
N -0.54 -1.37 0.41
O -0.18 -2.62 0.11
H 0.00 -0.77 -1.64
H -1.40 0.93 0.26
H -0.54 1.56 -0.91
H -0.45 -1.02 1.41
```

As for the molar mass: 121.145 Da. The value obtained for the HOMO energy (spin up / spin down) is -0.085 / -0.122 hartree. The LUMO energy (spin up / spin down) is 4.0 / 4.0 eV. The structure (SMILES) is [H]/N=[N+](\[S-])[C@H](N)N[O-]. For the energy above the lowest of the compared OMol25 structures with the same formula, charge and spin, the calculation gives 19.8 kcal/mol. The value obtained for the total energy is -19957.797 eV. Its total charge is -1.

Here are the Löwdin charges for atoms 1 to 5, given in e:
1 H -0.032
2 N -0.051
3 N -0.752
4 S 0.282
5 C -0.551

Please write out number 2 again, unchanged.
Computed, not measured: an isolated ion of composition C6H12NO4S3 and charge -1 in a non-equilibrium geometry, with the ωB97M-V functional and the def2-TZVPD basis.

```
26
Properties=species:S:1:pos:R:3
C 0.24 -1.85 0.84
C 0.30 -0.35 0.30
C 1.47 0.07 -0.64
C 2.75 0.39 -0.02
N 2.79 1.71 0.46
O 3.66 -0.41 0.05
C -1.12 0.17 -0.51
C -1.30 -0.74 -1.78
S -1.16 1.90 -0.95
S -0.26 2.75 0.61
S -2.62 -0.10 0.51
O -2.61 -1.48 1.00
O -3.67 0.32 -0.35
O -2.40 0.87 1.71
H -0.42 -1.98 1.63
H -0.12 -2.47 0.06
H 1.35 -2.14 1.02
H 0.34 0.28 1.09
H 1.57 -0.79 -1.34
H 1.13 0.94 -1.03
H 2.03 2.23 0.93
H 3.67 1.95 0.95
H -2.11 -1.39 -1.62
H -0.41 -1.36 -1.87
H -1.38 -0.13 -2.67
H -1.71 1.60 1.62
```

As for the molar mass: 258.366 Da. The value obtained for the HOMO energy is -0.141 hartree. The LUMO energy is 3.2 eV. The structure (SMILES) is C[C@@H](CC(N)=O)[C@](C)(S[S-])S(=O)(=O)O. For the energy above the lowest of the compared OMol25 structures with the same formula, charge and spin, the calculation gives 0.0 kcal/mol. The value obtained for the total energy is -48604.217 eV. Its total charge is -1.

Here are the Löwdin charges for atoms 1 to 5, given in e:
1 C -0.032
2 C -0.290
3 C -0.137
4 C -0.545
5 N 0.110